Formula: C5H7N
Source: OMol25
Level of theory: the ωB97M-V functional and the def2-TZVPD basis

The value obtained for the energy relative to the best compared isomer or geometry (same formula, charge and spin) is 6.324 eV. For the HOMO energy, the calculation gives -0.326 Eh. For the strongest force on any atom, the calculation gives 0.0109 hartree/bohr. The electronic energy comes out at -6782.1890 eV.

Each line ends with the Löwdin charge.
Geometry (Å):
1 H 0.23979 1.37378 0.88317  0.0695
2 H -2.24333 -1.16254 0.00466  0.0093
3 H 2.52569 -0.51444 0.60061  0.0932
4 C 0.25310 0.86133 -0.08144  0.0783
5 H 2.35312 -0.16479 -1.17252  0.0911
6 N 0.11291 -1.67222 -0.14072  0.1077
7 H 2.30900 1.14073 0.01055  0.0783
8 H 0.89374 -2.31940 -0.21158  0.0567
9 C 0.46980 -0.46456 -0.05667  -0.5324
10 C -2.96305 0.99267 0.13578  -0.0024
11 H -3.27939 2.01163 0.17910  0.0179
12 C 2.03655 0.09692 -0.16361  -0.0510
13 C -2.62048 -0.15996 0.07275  -0.0163

Force components x, y, z for each atom (eV/Å):
0.0 -0.1 -0.1
-0.1 0.2 0.0
-0.1 0.1 -0.1
0.0 -0.3 0.1
-0.1 0.0 0.1
0.2 0.3 0.0
-0.1 -0.1 0.0
-0.1 0.1 0.0
-0.3 0.0 0.0
0.1 -0.5 0.0
0.0 -0.2 0.0
0.4 0.0 -0.1
-0.1 0.5 0.0